No. 1
The following is a DFT calculation (ωB97M-V with the def2-TZVPD basis set) of a structure of composition C43H45F6FeOP3Si at a distorted geometry.

Each line ends with the Mulliken spin population.
Atoms and positions in Å:
Fe 10.380 9.776 14.202  3.36
C 12.667 11.376 17.241  0.05
C 11.247 11.127 17.780  0.16
P 10.941 9.381 17.961  0.29
C 9.280 8.861 17.954  0.09
C 8.955 7.505 18.214  0.07
C 7.646 7.090 18.000  -0.02
C 6.673 7.947 17.529  0.10
C 6.910 9.304 17.463  -0.02
C 8.213 9.748 17.538  0.04
C 11.836 8.517 19.254  0.12
C 11.138 8.268 20.429  0.05
C 11.795 7.620 21.488  -0.01
C 13.136 7.281 21.396  0.02
C 13.838 7.633 20.257  -0.01
C 13.208 8.223 19.210  0.00
C 12.834 11.703 15.789  -0.05
P 12.739 10.272 14.631  -0.10
C 13.456 10.764 12.983  -0.05
C 13.748 9.785 12.096  -0.03
C 14.351 10.119 10.887  0.01
C 14.624 11.491 10.594  -0.04
C 14.241 12.423 11.549  0.01
C 13.559 12.100 12.706  -0.02
C 13.725 8.870 15.302  -0.11
C 15.141 9.069 15.483  -0.01
C 15.848 8.035 16.034  0.00
C 15.142 6.837 16.392  0.00
C 13.811 6.664 16.222  0.01
C 13.056 7.675 15.597  0.14
H 13.467 10.723 17.572  -0.01
H 12.938 12.323 17.722  -0.01
H 10.477 11.593 17.164  -0.03
H 11.091 11.665 18.762  0.03
H 9.795 6.806 18.356  0.00
H 7.435 6.027 18.004  0.00
H 5.680 7.650 17.329  0.00
H 6.123 10.017 17.256  0.01
H 8.450 10.761 17.397  0.01
H 10.115 8.611 20.556  0.00
H 11.306 7.368 22.409  0.00
H 13.660 6.805 22.245  0.00
H 14.923 7.414 20.175  0.00
H 13.706 8.430 18.271  0.04
H 13.726 12.268 15.533  -0.02
H 11.976 12.294 15.465  0.00
H 13.590 8.734 12.302  0.00
H 14.697 9.386 10.181  0.00
H 15.156 11.877 9.719  0.00
H 14.447 13.511 11.404  0.00
H 13.185 12.887 13.386  -0.01
H 15.620 9.993 15.150  0.00
H 16.897 8.155 16.170  0.00
H 15.774 6.121 16.845  0.00
H 13.344 5.776 16.626  0.00
H 12.005 7.570 15.465  -0.09
F 8.445 8.587 14.663  0.00
P 8.864 7.102 14.107  0.00
F 9.776 6.900 15.427  0.00
F 9.518 5.793 13.487  0.00
F 10.316 7.954 13.524  0.02
F 8.195 7.431 12.687  0.00
F 7.631 6.438 14.745  0.00
C 6.546 12.843 15.420  0.00
C 7.267 12.647 14.083  0.00
C 6.873 13.827 13.117  0.00
C 6.637 11.321 13.501  0.00
Si 9.136 12.593 14.065  0.00
O 9.800 11.166 15.085  -0.11
C 10.041 14.114 14.737  0.01
C 11.266 14.609 14.238  0.00
C 11.863 15.754 14.729  0.00
C 11.113 16.438 15.704  0.00
C 9.873 16.038 16.179  0.00
C 9.326 14.825 15.721  0.00
C 9.785 12.059 12.366  0.02
C 9.616 10.759 11.884  0.04
C 10.135 10.316 10.618  0.02
C 10.846 11.214 9.818  0.00
C 10.972 12.539 10.304  0.02
C 10.442 12.981 11.499  -0.01
H 5.640 12.291 15.264  0.00
H 6.231 13.872 15.597  0.00
H 7.052 12.595 16.406  0.00
H 5.784 13.825 13.024  0.00
H 7.423 13.798 12.156  0.00
H 7.050 14.843 13.519  0.00
H 5.564 11.387 13.561  0.00
H 6.945 10.436 14.088  0.00
H 6.979 11.201 12.487  0.00
H 11.696 14.061 13.403  0.00
H 12.826 16.073 14.386  0.00
H 11.547 17.304 16.204  0.00
H 9.515 16.539 17.053  0.00
H 8.423 14.482 16.118  0.00
H 8.884 10.125 12.297  0.00
H 9.997 9.304 10.258  0.00
H 11.263 10.967 8.847  0.00
H 11.553 13.232 9.763  0.00
H 10.528 14.048 11.679  0.00

Properties
Relative energy (zero: lowest compared OMol25 entry of this formula, charge and spin) (eV): 0.000
F_max (eV Å⁻¹): 3.68
Net charge: +2
⟨S²⟩: 6.363
HOMO level (alpha / beta) (eV): -13.663 / -14.186
Frontier orbital gap (alpha / beta) (eV): 5.136 / 6.397
E_LUMO (alpha / beta) (eV): -8.53 / -7.79
Multiplicity: 5

No. 2
The following is a DFT calculation (ωB97M-V with the def2-TZVPD basis set) of a structure of composition C43H45N5OPdS.

Each line ends with the Mulliken charge.
Atoms and positions in Å:
Pd 0.588 0.564 0.575  -0.92
C -3.526 -4.722 -4.474  -1.55
C -2.470 -3.834 -5.147  2.36
C -2.037 -4.496 -6.465  -1.96
C -3.132 -2.494 -5.470  -2.00
C -1.242 -3.670 -4.249  0.35
C -0.612 -4.814 -3.732  -0.39
C 0.506 -4.730 -2.922  -1.19
C 1.027 -3.479 -2.620  0.87
S 2.328 -3.012 -1.586  -0.30
C 1.987 -1.305 -1.952  1.11
N 1.014 -1.129 -2.772  -0.54
C 0.428 -2.322 -3.140  -1.15
C -0.705 -2.427 -3.948  0.63
C 2.884 -0.286 -1.360  0.16
C 4.184 -0.264 -1.880  -0.47
C 5.113 0.648 -1.408  -0.59
C 4.707 1.520 -0.397  -0.45
C 3.420 1.464 0.115  -0.06
C 2.418 0.553 -0.318  -0.30
H -4.387 -4.846 -5.138  0.51
H -3.875 -4.273 -3.543  0.18
H -3.136 -5.713 -4.240  0.32
H -2.894 -4.628 -7.133  0.46
H -1.592 -5.475 -6.279  0.34
H -1.292 -3.881 -6.974  0.41
H -4.022 -2.663 -6.082  0.48
H -2.465 -1.834 -6.027  0.36
H -3.437 -1.980 -4.556  0.28
H -1.010 -5.797 -3.958  0.30
H 0.951 -5.630 -2.513  0.38
H -1.154 -1.508 -4.299  0.26
H 4.451 -0.966 -2.666  0.35
H 6.119 0.683 -1.811  0.30
H 5.413 2.247 -0.003  0.36
H 3.164 2.160 0.907  0.35
C -1.137 2.440 -1.987  -1.64
C -1.401 0.936 -1.939  1.54
C -2.735 0.579 -1.358  0.99
C -3.766 0.174 -2.196  -0.46
C -5.025 -0.147 -1.706  -1.37
C -5.246 -0.076 -0.344  -0.68
C -4.243 0.319 0.541  1.44
C -4.574 0.313 2.016  -0.50
C -5.575 1.394 2.428  -1.58
C -2.973 0.670 0.036  -1.37
N -1.929 1.078 0.881  1.84
C -2.176 2.085 1.646  -0.59
C -1.360 2.650 2.666  -0.32
C -1.765 3.741 3.472  -1.08
C -0.724 3.950 4.371  -0.54
C 0.246 2.973 4.045  -0.75
N -0.125 2.198 3.029  0.12
H -0.156 2.624 -2.429  0.49
H -1.117 2.853 -0.978  0.14
H -1.899 2.966 -2.575  0.31
H -0.597 0.477 -1.335  -1.69
H -1.329 0.520 -2.948  0.08
H -3.572 0.128 -3.264  0.51
H -5.819 -0.454 -2.380  0.38
H -6.219 -0.341 0.061  0.39
H -3.665 0.414 2.605  0.31
H -4.990 -0.672 2.259  0.25
H -5.169 2.389 2.240  0.32
H -5.808 1.323 3.493  0.47
H -6.510 1.306 1.868  0.32
H -3.132 2.612 1.520  0.29
H -2.698 4.285 3.390  0.44
H -0.659 4.703 5.146  0.43
H 1.209 2.834 4.526  0.45
C -3.869 -4.251 2.195  -1.31
N -3.616 -3.050 1.392  0.37
N -2.237 -2.784 1.296  0.44
C -1.845 -2.752 -0.047  -0.67
O -0.721 -2.588 -0.458  -0.26
C -3.078 -2.971 -0.803  -0.44
C -4.074 -3.161 0.067  0.94
C -5.504 -3.490 -0.181  -2.16
C -1.601 -2.110 2.371  1.58
C -2.335 -1.756 3.501  -0.57
C -1.716 -1.061 4.534  -0.87
C -0.381 -0.710 4.442  -0.56
C 0.341 -1.059 3.309  0.07
C -0.252 -1.769 2.278  -1.39
H -3.433 -4.116 3.182  0.47
H -3.428 -5.139 1.725  0.31
H -4.945 -4.383 2.300  0.42
H -3.120 -2.912 -1.877  0.51
H -5.761 -3.219 -1.203  0.44
H -6.153 -2.931 0.495  0.36
H -5.700 -4.557 -0.044  0.42
H -3.396 -1.958 3.539  0.25
H -2.303 -0.755 5.393  0.31
H 0.077 -0.105 5.213  0.30
H 1.361 -0.723 3.179  0.30
H 0.306 -2.004 1.383  0.54

Properties
Relative energy (zero: lowest compared OMol25 entry of this formula, charge and spin) (eV): 0.203
F_max (eV Å⁻¹): 0.32
Net charge: -2
HOMO level (eV): 0.707
Frontier orbital gap (eV): 3.179
E_LUMO (eV): 3.89
Multiplicity: 1

No. 3
The following is a DFT calculation (ωB97M-V with the def2-TZVPD basis set) of a structure of composition C43H46Cl5CrN2O7S2.

Each line ends with the Mulliken spin population.
Atoms and positions in Å:
Cr 1.308 -0.037 -0.805  3.11
C -0.641 0.020 5.332  0.00
C -1.431 -0.293 4.080  0.00
C -2.913 -0.442 4.417  0.00
O -1.229 0.712 3.109  0.00
C -1.384 0.061 1.853  0.02
C -0.700 -1.321 2.088  0.01
O -0.967 -1.502 3.477  0.00
C 0.784 -1.703 1.784  -0.02
O 1.194 -1.142 0.572  0.09
C 1.778 -1.227 2.865  0.02
C 2.697 -2.083 3.466  0.00
C 3.713 -1.583 4.275  0.00
C 3.834 -0.219 4.487  0.00
C 2.900 0.639 3.921  0.00
C 1.881 0.135 3.129  -0.01
C 0.872 -3.240 1.667  0.00
C 1.854 -3.792 0.850  0.00
C 1.955 -5.165 0.682  0.00
C 1.078 -6.014 1.342  0.00
C 0.126 -5.477 2.197  0.00
C 0.030 -4.102 2.368  0.00
C -1.231 1.105 0.663  0.02
O -0.638 0.536 -0.489  -0.20
C -2.682 1.555 0.331  -0.02
C -3.050 1.916 -0.958  0.00
C -4.348 2.341 -1.237  0.00
C -5.300 2.414 -0.236  0.00
C -4.934 2.092 1.064  0.00
C -3.641 1.680 1.343  0.00
C -0.477 2.383 1.149  0.00
C -1.133 3.509 1.651  0.00
C -0.429 4.623 2.087  0.00
C 0.956 4.651 2.029  0.00
C 1.626 3.548 1.528  0.00
C 0.910 2.439 1.102  0.04
H -1.048 0.917 5.802  0.00
H 0.405 0.184 5.093  0.00
H -0.720 -0.821 6.021  0.00
H -3.290 0.506 4.804  0.00
H -3.036 -1.214 5.178  0.00
H -3.492 -0.729 3.538  0.00
H -2.426 -0.256 1.781  0.00
H -1.293 -2.048 1.530  -0.01
H 2.630 -3.151 3.309  0.00
H 4.422 -2.269 4.723  0.00
H 4.645 0.171 5.090  0.00
H 2.964 1.708 4.092  0.00
H 1.141 0.811 2.733  0.01
H 2.551 -3.131 0.351  0.00
H 2.719 -5.571 0.030  0.00
H 1.143 -7.087 1.207  0.00
H -0.545 -6.133 2.739  0.00
H -0.693 -3.701 3.068  0.00
H -2.314 1.929 -1.751  0.01
H -4.604 2.634 -2.248  0.00
H -6.310 2.739 -0.456  0.00
H -5.654 2.174 1.870  0.00
H -3.371 1.481 2.374  0.00
H -2.210 3.542 1.703  0.00
H -0.973 5.473 2.480  0.00
H 1.506 5.523 2.364  0.00
H 2.708 3.536 1.470  0.00
H 1.466 1.598 0.736  -0.04
Cl 0.624 -3.210 -2.158  0.00
C 1.597 -2.825 -3.539  0.00
C 2.163 -3.896 -4.208  0.00
C 2.938 -3.671 -5.327  0.00
C 3.144 -2.377 -5.765  0.00
C 2.575 -1.315 -5.085  0.00
Cl 2.831 0.271 -5.730  0.00
C 1.786 -1.486 -3.928  -0.02
S 1.045 -0.071 -3.171  -0.04
H 1.982 -4.901 -3.848  0.00
H 3.368 -4.502 -5.870  0.00
H 3.750 -2.179 -6.640  0.00
Cl 6.192 0.588 -0.852  0.00
C 4.900 1.571 -1.525  0.00
Cl 4.942 3.190 -0.810  0.00
Cl 5.090 1.692 -3.285  0.00
C 3.515 0.922 -1.278  0.03
O 2.491 1.652 -1.329  -0.03
O 3.427 -0.305 -1.052  -0.01
C 1.323 3.360 -3.911  0.01
S 0.081 2.780 -2.742  0.00
C -0.106 4.365 -1.894  0.00
O -1.179 2.634 -3.547  0.00
H 0.931 4.236 -4.429  0.00
H 1.495 2.549 -4.615  0.00
H 2.241 3.586 -3.364  0.00
H 0.793 4.564 -1.307  0.00
H -0.969 4.271 -1.235  0.00
H -0.281 5.141 -2.640  0.00
N -4.582 -1.691 -3.214  0.00
C -3.891 -0.601 -3.919  0.00
C -2.390 -0.573 -3.580  0.00
N -2.153 -0.963 -2.150  -0.01
H -5.584 -1.607 -3.307  0.00
H -3.078 -1.219 -1.787  0.00
H -4.317 -2.591 -3.600  0.00
H -4.343 0.330 -3.596  0.00
H -3.995 -0.661 -5.004  0.00
H -1.993 0.420 -3.753  0.00
H -1.853 -1.272 -4.219  0.00
H -1.559 -1.784 -2.119  0.00
H -1.641 -0.252 -1.477  0.04

Properties
Relative energy (zero: lowest compared OMol25 entry of this formula, charge and spin) (eV): 0.979
F_max (eV Å⁻¹): 0.92
Net charge: 0
⟨S²⟩: 3.796
HOMO level (alpha / beta) (eV): -7.940 / -8.040
Frontier orbital gap (alpha / beta) (eV): 7.526 / 8.282
E_LUMO (alpha / beta) (eV): -0.41 / 0.24
Multiplicity: 4

No. 4
The following is a DFT calculation (ωB97M-V with the def2-TZVPD basis set) of a structure of composition C43H46InN9O3.

Each line ends with the Mulliken charge.
Atoms and positions in Å:
In 0.009 -1.184 0.130  1.98
C -2.201 0.929 -1.802  0.11
C -1.797 1.842 -0.618  -0.65
C -2.005 1.186 0.771  -0.81
N -0.821 0.481 1.285  -0.35
C -0.130 0.836 2.354  1.60
C -0.464 1.971 3.128  -0.64
C 0.129 2.575 4.231  -0.77
C 1.274 2.261 4.932  -0.86
C 2.085 1.158 4.690  -0.59
C 1.935 0.135 3.779  -1.09
C 0.994 -0.110 2.745  1.11
N 1.036 -1.199 2.027  -0.17
C 1.674 -2.471 2.327  -1.10
C 0.597 -3.480 2.822  -0.80
C -0.835 -3.138 2.380  -1.09
N -0.986 -2.955 0.937  -0.20
C -1.795 -3.625 0.151  1.47
C -2.509 -4.770 0.591  -0.98
C -3.370 -5.642 -0.036  -0.82
C -3.773 -5.716 -1.366  -0.78
C -3.355 -4.865 -2.366  -0.75
C -2.542 -3.738 -2.311  -0.72
C -1.891 -3.075 -1.250  1.11
N -1.309 -1.903 -1.449  0.15
C -1.327 -1.248 -2.750  -1.26
C -1.039 0.243 -2.567  -0.74
H -2.794 1.502 -2.519  0.63
H -2.850 0.142 -1.409  -0.46
H -2.376 2.765 -0.650  0.63
H -0.753 2.128 -0.718  0.01
H -2.781 0.424 0.676  0.02
H -2.387 1.929 1.465  0.37
H -1.354 2.484 2.800  0.26
H -0.393 3.460 4.577  0.33
H 1.557 2.921 5.742  0.37
H 2.964 1.075 5.322  0.37
H 2.708 -0.620 3.830  0.14
H 2.485 -2.418 3.052  0.75
H 2.098 -2.839 1.391  0.23
H 0.582 -3.500 3.914  0.40
H 0.870 -4.478 2.473  0.38
H -1.103 -2.185 2.840  0.12
H -1.508 -3.879 2.798  0.67
H -2.355 -5.007 1.632  0.19
H -3.776 -6.411 0.612  0.33
H -4.440 -6.523 -1.642  0.35
H -3.726 -5.097 -3.360  0.34
H -2.399 -3.274 -3.277  0.39
H -2.317 -1.334 -3.215  0.42
H -0.602 -1.712 -3.427  0.48
H -0.885 0.710 -3.537  0.66
H -0.096 0.349 -2.022  -0.26
C 5.460 4.086 3.413  -0.94
O 5.448 2.796 2.825  -0.42
C 5.703 2.716 1.493  1.01
C 5.947 3.808 0.672  -0.56
C 6.168 3.608 -0.690  -0.41
C 6.105 2.344 -1.244  -0.43
C 5.910 1.247 -0.401  0.24
C 5.717 1.432 0.952  -0.71
N 6.334 2.200 -2.660  -0.57
N 5.630 1.430 -3.347  -0.50
C 4.498 0.734 -2.800  0.28
C 4.376 -0.585 -3.163  -0.23
C 3.418 -1.436 -2.601  -0.91
C 2.528 -0.989 -1.634  0.49
O 1.685 -1.794 -1.060  -0.80
C 2.593 0.418 -1.290  0.26
N 1.717 0.851 -0.340  0.79
C 1.757 2.116 0.019  0.04
C 2.543 3.069 -0.655  -1.75
C 3.380 2.655 -1.650  -0.81
C 3.524 1.278 -1.916  0.28
H 5.279 3.940 4.472  0.23
H 4.673 4.720 2.998  0.36
H 6.425 4.579 3.277  0.39
H 5.963 4.815 1.067  0.44
H 6.353 4.456 -1.341  0.42
H 5.910 0.246 -0.817  0.46
H 5.550 0.587 1.614  0.42
H 5.110 -0.981 -3.859  0.41
H 3.376 -2.482 -2.885  0.46
H 1.126 2.423 0.842  0.39
H 2.459 4.116 -0.391  0.49
H 3.930 3.376 -2.239  0.67
N -4.175 -1.700 0.426  -0.48
C -4.935 -1.109 -0.225  0.29
N -5.788 -0.416 -0.975  0.10
C -6.288 0.897 -0.565  -0.59
C -6.315 1.807 -1.778  -0.35
O -7.018 1.215 -2.863  -0.40
C -6.447 -0.031 -3.252  -0.46
C -6.500 -1.013 -2.104  -0.58
H -5.640 1.311 0.203  0.38
H -7.301 0.797 -0.164  0.34
H -5.289 2.042 -2.081  0.16
H -6.834 2.731 -1.535  0.35
H -5.405 0.117 -3.559  0.24
H -7.023 -0.395 -4.100  0.36
H -6.045 -1.966 -2.371  0.42
H -7.546 -1.178 -1.829  0.29

Properties
Relative energy (zero: lowest compared OMol25 entry of this formula, charge and spin) (eV): 0.000
F_max (eV Å⁻¹): 0.65
Net charge: 0
HOMO level (eV): -6.963
Frontier orbital gap (eV): 7.172
E_LUMO (eV): 0.21
Multiplicity: 1